# 1
The following is a DFT calculation (wB97M-V/def2-TZVPD) of C37H42Cl5GeIrN2O2Si2 as an isolated structure at a distorted geometry.

CARTESIAN COORDINATES (ANGSTROEM)
Ir 0.33 0.00 -0.38
Ge 1.48 0.88 -2.44
Cl -4.41 3.79 -0.52
Cl -3.06 -1.30 -3.85
Cl -5.64 0.36 -4.52
Cl -6.23 2.88 -2.85
Cl -1.86 2.10 0.18
Si 0.19 -3.37 -1.02
Si 2.67 -2.06 1.08
O 1.47 1.41 0.98
O -1.56 -0.19 -1.69
N -0.76 -0.95 1.44
N 1.18 3.54 1.59
C 3.21 -1.39 -2.76
C -1.70 -0.71 2.37
C -4.01 2.40 -1.42
C -0.10 -2.11 1.42
C 1.38 3.71 -1.74
C -0.37 -3.09 2.38
C -2.57 0.48 -1.90
C 3.40 1.65 -4.93
C 3.10 2.32 2.44
C 4.20 -2.20 -3.35
C 4.62 -0.45 -4.98
C -2.02 -1.63 3.34
C 1.88 4.94 -1.34
C -1.34 -2.84 3.34
C -4.59 0.81 -3.26
C 0.25 -2.82 -2.79
C 1.85 2.40 1.61
C 3.23 5.08 -1.05
C 3.51 -3.70 1.08
C -4.86 1.98 -2.49
C 3.57 2.75 -1.59
C 3.63 0.36 -4.38
C 4.07 3.98 -1.17
C 0.91 -2.19 0.30
C 2.90 -0.13 -3.24
C 2.21 2.59 -1.89
C 1.00 -5.03 -0.92
C 5.08 1.29 -6.62
C 0.12 1.24 -3.78
C -1.61 -3.54 -0.64
C 5.33 0.04 -6.11
C 2.41 -1.51 2.83
C 3.87 -0.83 0.38
C -2.90 1.68 -1.12
C 4.89 -1.73 -4.45
C 4.10 2.11 -6.02
C -3.47 0.07 -2.98
H 1.19 -3.08 -3.29
H 1.83 -0.58 2.85
H 0.32 3.62 -1.98
H 6.08 -0.59 -6.56
H 0.58 1.62 -4.69
H 1.90 -2.24 3.45
H -0.42 0.32 -4.03
H -0.60 1.98 -3.42
H -1.56 -3.59 4.09
H 4.42 -3.18 -2.94
H -2.10 -2.56 -0.65
H 2.95 -4.47 1.63
H 3.50 3.30 2.69
H -0.57 -3.36 -3.29
H 4.55 -0.59 1.20
H -2.07 -4.15 -1.43
H 3.67 -4.05 0.06
H -2.77 -1.40 4.08
H -2.19 0.26 2.32
H 3.85 1.75 1.87
H 3.40 -1.31 3.27
H 4.45 -1.24 -0.44
H 3.41 0.10 0.03
H 1.22 5.80 -1.27
H 0.53 -5.70 -1.65
H 3.91 3.10 -6.41
H 0.07 -1.75 -2.93
H 0.17 -4.03 2.36
H 5.65 -2.34 -4.92
H 2.06 -4.96 -1.16
H 2.67 2.31 -4.46
H -1.82 -4.02 0.32
H 2.88 1.77 3.36
H 2.68 -1.77 -1.90
H 4.49 -3.58 1.55
H 5.63 1.65 -7.48
H 3.63 6.04 -0.75
H 1.55 4.35 2.06
H 0.89 -5.48 0.07
H 4.25 1.91 -1.71
H 5.13 4.08 -0.96
H 0.40 3.67 0.97

Results
- energy above the lowest of the compared OMol25 structures with the same formula, charge and spin (kJ/mol) = 44.4
- frontier orbital gap (alpha / beta) (Ha) = 0.241 / 0.158
- charge = +1
- LUMO energy (alpha / beta) (eV) = -2.47 / -5.65
- ⟨S²⟩ = 8.799
- multiplicity = 6
- total energy (Ha) = -6756.03975
- E_HOMO (alpha / beta) (eV) = -9.0 / -9.9

# 2
The following is a DFT calculation (wB97M-V/def2-TZVPD) of C8H10O2 as an isolated structure at a distorted geometry.

CARTESIAN COORDINATES (ANGSTROEM)
O -2.29 1.37 0.24
O 2.34 -1.71 0.11
C 0.05 1.19 -0.11
C -0.06 -1.49 0.14
C -1.19 0.59 0.00
C 1.33 0.54 -0.09
C -2.71 -1.34 0.04
C 1.21 -0.89 0.04
C -1.34 -0.82 0.13
C 2.59 1.23 0.23
H -0.06 -2.56 -0.24
H 2.46 1.29 1.53
H -3.03 -2.34 0.71
H 3.27 -1.26 -0.84
H -2.28 2.32 -0.78
H -3.40 -0.39 0.67
H 3.64 1.03 -0.35
H 2.24 2.18 0.24
H -2.85 -1.26 -1.15
H 0.10 2.31 -0.52

Results
- energy above the lowest of the compared OMol25 structures with the same formula, charge and spin (kJ/mol) = 873.7
- frontier orbital gap (Ha) = 0.275
- LUMO energy (eV) = -0.38
- total energy (Ha) = -461.00579
- E_HOMO (eV) = -7.9

# 3
The following is a DFT calculation (wB97M-V/def2-TZVPD) of an isolated ion of composition C11H24BFN4O6P and charge +1 at a distorted geometry.

CARTESIAN COORDINATES (ANGSTROEM)
P 1.56 -0.68 -1.80
F -3.24 -1.54 -0.55
O 2.76 -2.34 1.85
O -0.35 5.03 -1.14
O 3.81 -0.33 0.99
O 0.88 2.46 -2.14
O 0.11 -1.34 0.95
O -2.54 4.91 -0.51
N 1.25 0.39 -0.41
N -1.19 0.66 0.27
N 2.80 -0.03 -2.61
N -0.20 2.06 -1.41
C -2.12 -1.02 1.96
C 4.06 0.66 2.03
C -1.18 -0.78 0.66
C -1.82 -1.71 -0.50
C -1.53 -3.28 -0.28
C -1.47 1.60 1.40
C -1.37 4.34 -1.08
C -0.19 -3.81 -0.97
C -1.45 2.82 -1.63
C 1.17 -0.36 0.89
C -0.05 1.06 -0.53
B 2.60 -1.06 1.27
H -1.37 -1.46 -1.53
H 1.84 -2.03 -1.42
H 0.72 -3.62 -0.31
H 3.11 1.27 2.18
H -0.84 1.40 2.33
H -1.15 2.65 1.04
H 0.97 0.40 1.73
H -1.66 2.92 -2.76
H -3.15 -0.53 1.84
H 0.42 -0.64 -2.67
H -2.59 1.69 1.63
H -0.08 -3.44 -2.04
H 4.88 1.37 1.70
H 0.78 2.10 -3.06
H -2.42 -3.84 -0.75
H -1.51 -3.60 0.81
H -0.29 -4.95 -1.03
H -1.60 -0.69 2.92
H -2.35 -2.14 2.10
H -2.39 2.36 -1.18
H -2.30 5.47 0.26
H 4.34 0.16 3.03
H 2.48 0.22 -3.56
H 1.90 -2.80 2.00

Results
- frontier orbital gap (Ha) = 0.283
- charge = +1
- LUMO energy (eV) = -4.42
- structure (SMILES) = CC[C@@H](F)[C@@]1(C)O[C@@H](B(O)OC)N([PH2]=N)C(N(O)CC(=O)O)=[N+]1C
- total energy (Ha) = -1569.70679
- E_HOMO (eV) = -12.1

# 4
The following is a DFT calculation (wB97M-V/def2-TZVPD) of a 2-piece molecular cluster, C33H37N5 overall at a distorted geometry.

CARTESIAN COORDINATES (ANGSTROEM)
N -2.50 -1.09 4.36
N 0.18 -4.09 2.77
N -3.08 0.73 -0.75
N 5.64 -1.67 0.41
N -1.24 1.48 -1.68
C -5.39 -1.76 0.75
C -0.03 -2.94 2.88
C 0.25 0.08 -3.82
C 2.99 -0.06 2.43
C 0.83 1.14 -2.94
C 0.58 -0.55 2.74
C 6.47 -2.76 0.85
C 2.16 1.49 -3.16
C 4.23 2.81 -2.64
C 0.13 1.78 -1.90
C -5.40 -1.36 2.09
C 2.80 2.45 -2.37
C -3.50 1.09 -2.12
C -1.82 1.16 -0.51
C -4.63 -1.10 -0.21
C 4.23 -0.34 1.89
C -4.56 -1.71 -1.58
C 4.38 -1.39 0.96
C -3.84 0.42 1.53
C 1.84 -0.82 2.07
C -1.52 -1.29 3.75
C -6.14 -2.15 3.12
C -0.32 -1.55 3.04
C -2.26 1.67 -2.74
C -4.67 -0.22 2.44
C -3.88 0.03 0.18
C 0.74 2.76 -1.11
C -0.03 3.50 -0.07
C 3.24 -2.13 0.57
C 2.08 3.08 -1.35
C 2.00 -1.82 1.09
C -2.88 1.47 1.99
C 6.13 -0.94 -0.74
H -5.03 -2.70 -1.53
H -0.40 2.84 0.73
H -2.86 1.47 3.08
H -4.30 1.84 -2.10
H 6.28 -1.62 -1.59
H 2.72 1.00 -3.96
H 4.89 1.95 -2.48
H 6.01 -3.25 1.72
H -0.89 4.03 -0.50
H 4.55 3.62 -1.98
H -6.58 -3.05 2.66
H 6.61 -3.51 0.05
H -6.96 -1.57 3.56
H -5.47 -2.45 3.93
H 5.12 0.22 2.19
H 2.88 0.72 3.18
H -5.96 -2.65 0.46
H 7.10 -0.48 -0.50
H 3.36 -2.94 -0.15
H 4.36 3.14 -3.68
H -5.13 -1.14 -2.32
H 7.46 -2.38 1.14
H -4.70 0.13 3.48
H 0.39 0.45 3.13
H -2.39 2.74 -2.95
H 1.13 -2.37 0.75
H 5.43 -0.16 -1.02
H -0.78 -0.18 -3.59
H 2.55 3.86 -0.75
H 0.62 4.25 0.40
H -1.86 1.24 1.61
H -1.97 1.17 -3.65
H 0.83 -0.85 -3.72
H -3.16 2.47 1.64
H 0.31 0.39 -4.87
H -3.53 -1.86 -1.93
H -3.84 0.22 -2.67

Results
- frontier orbital gap (Ha) = 0.248
- LUMO energy (eV) = -0.86
- total energy (Ha) = -1553.35629
- E_HOMO (eV) = -7.6

# 5
The following is a DFT calculation (wB97M-V/def2-TZVPD) of C23H16BrN3O4ReSbSe4 as an isolated structure.

CARTESIAN COORDINATES (ANGSTROEM)
Re 1.14 -0.53 -1.82
Sb 3.66 2.04 -1.76
Br -0.10 -5.28 -0.23
Se 3.75 2.77 0.52
Se 4.95 3.07 -3.48
Se 3.55 -0.52 -1.80
Se 1.12 1.75 -2.36
O 0.99 -2.65 -1.14
O 0.07 5.37 1.00
O -1.00 -0.66 -1.81
O 1.03 -2.03 -3.21
N -3.12 0.39 3.22
N 0.67 -0.21 0.17
N -2.90 1.51 3.71
C -1.54 -0.50 -0.64
C 1.17 0.16 2.46
C 0.26 -6.72 -2.60
C -2.42 2.85 1.66
C -2.15 2.51 2.99
C -1.67 3.83 1.04
C -0.16 0.19 2.77
C -3.37 -0.35 0.93
C 0.96 -5.86 -4.74
C 0.93 -2.98 -2.35
C 0.77 -4.37 -2.84
C 1.26 5.89 1.58
C 1.56 -0.04 1.12
C -2.90 -0.59 -0.36
C 0.37 -5.45 -2.05
C -2.54 0.02 1.96
C 0.56 -6.92 -3.94
C -0.38 4.15 3.05
C -1.14 0.01 1.76
C -1.17 3.19 3.68
C -0.63 4.46 1.72
C -0.67 -0.23 0.46
C 1.06 -4.60 -4.19
H 0.41 4.64 3.60
H 1.36 -3.75 -4.78
H 1.04 6.51 2.46
H 1.94 5.08 1.85
H -0.99 2.95 4.72
H -0.06 -7.54 -1.98
H -0.48 0.33 3.80
H -3.58 -0.84 -1.16
H 0.48 -7.92 -4.35
H -3.20 2.35 1.12
H 1.19 -6.01 -5.78
H -1.85 4.10 0.01
H -4.44 -0.39 1.13
H 1.93 0.31 3.20
H 2.60 -0.02 0.83
H 1.72 6.50 0.81

Results
- energy above the lowest of the compared OMol25 structures with the same formula, charge and spin (kJ/mol) = 0.0
- frontier orbital gap (alpha / beta) (Ha) = 0.216 / 0.217
- charge = -1
- LUMO energy (alpha / beta) (eV) = 1.14 / 1.34
- ⟨S²⟩ = 0.806
- multiplicity = 2
- total energy (Ha) = -13849.73956
- E_HOMO (alpha / beta) (eV) = -4.7 / -4.6

# 6
The following is a DFT calculation (wB97M-V/def2-TZVPD) of one molecule with the formula C4H9NO.

CARTESIAN COORDINATES (ANGSTROEM)
O -1.32 1.07 0.25
N -0.62 -0.84 -0.67
C -1.48 -0.22 0.16
C 1.74 -0.08 -0.73
C 0.41 -0.17 -1.46
C -1.29 0.38 1.87
H 0.03 0.84 -1.69
H 1.63 0.49 0.19
H -0.73 -1.84 -0.78
H -0.73 -0.51 2.20
H 2.49 0.43 -1.35
H 2.12 -1.07 -0.48
H -0.72 1.26 2.20
H 0.52 -0.70 -2.41
H -2.31 0.38 2.24

Results
- energy above the lowest of the compared OMol25 structures with the same formula, charge and spin (kJ/mol) = 461.8
- frontier orbital gap (Ha) = 0.318
- LUMO energy (eV) = 0.90
- total energy (Ha) = -287.65656
- E_HOMO (eV) = -7.7